#A
{"formula": "C6H31NO10", "method": "ωB97M-V/def2-TZVPD", "homo_ev": -10.0, "smiles": "COCCNCCOC.O.O.O.O.O.O.O.O", "homo_lumo_gap_ev": 10.22, "elements": ["C", "O", "C", "C", "N", "C", "C", "O", "C", "H", "H", "H", "H", "H", "H", "H", "H", "H", "H", "H", "H", "H", "H", "H", "O", "H", "H", "O", "H", "H", "O", "H", "H", "O", "H", "H", "O", "H", "H", "O", "H", "H", "O", "H", "H", "O", "H", "H"], "coordinates": [[-1.974, 1.709, -3.558], [-1.691, 0.676, -2.637], [-1.807, -0.623, -3.222], [-1.961, -1.754, -2.228], [-0.845, -1.780, -1.274], [-0.960, -2.877, -0.318], [0.089, -2.833, 0.814], [-0.032, -1.713, 1.656], [-0.989, -1.853, 2.712], [-1.780, 2.703, -3.156], [-3.021, 1.712, -3.866], [-1.315, 1.639, -4.429], [-1.002, -0.622, -3.971], [-2.650, -0.664, -3.927], [-1.922, -2.729, -2.727], [-2.929, -1.611, -1.750], [0.035, -1.931, -1.755], [-1.069, -3.878, -0.758], [-1.924, -2.741, 0.194], [1.025, -2.638, 0.280], [0.164, -3.766, 1.374], [-1.989, -1.895, 2.258], [-1.076, -0.895, 3.222], [-0.768, -2.739, 3.303], [2.674, 3.992, 2.413], [1.844, 3.549, 2.610], [2.988, 3.562, 1.597], [0.408, 1.233, 4.474], [1.044, 1.374, 3.773], [0.627, 1.903, 5.130], [0.801, 1.773, -1.772], [0.527, 2.449, -1.138], [-0.035, 1.416, -2.124], [-2.081, 0.319, 0.443], [-1.715, -0.573, 0.376], [-2.147, 0.618, -0.474], [0.614, 1.732, 1.378], [0.117, 1.090, 0.851], [1.051, 1.197, 2.058], [2.669, -0.107, -0.281], [1.781, 0.276, -0.260], [2.779, -0.414, -1.187], [3.207, 2.873, -0.185], [3.881, 2.294, -0.553], [2.416, 2.320, -0.144], [2.292, -0.244, 2.442], [1.758, -1.031, 2.605], [2.890, -0.498, 1.726]]}

---

#B
{"formula": "C6H31NO10", "method": "ωB97M-V/def2-TZVPD", "homo_ev": -9.2, "smiles": "CN[C@H](C=O)C(C)C.O.O.O.O.O.O.O.O.O", "homo_lumo_gap_ev": 9.54, "elements": ["C", "N", "C", "C", "O", "C", "C", "C", "H", "H", "H", "H", "H", "H", "H", "H", "H", "H", "H", "H", "H", "O", "H", "H", "O", "H", "H", "O", "H", "H", "O", "H", "H", "O", "H", "H", "O", "H", "H", "O", "H", "H", "O", "H", "H", "O", "H", "H"], "coordinates": [[-0.651, 2.077, 0.416], [-0.610, 0.680, 0.009], [0.499, 0.414, -0.913], [0.296, 1.168, -2.225], [1.240, 1.516, -2.897], [0.776, -1.093, -1.139], [0.973, -1.627, 0.284], [-0.409, -1.856, -1.796], [0.306, 2.367, 0.861], [-1.534, 2.302, 1.050], [-0.744, 2.707, -0.468], [-1.547, 0.373, -0.216], [1.424, 0.792, -0.439], [-0.753, 1.284, -2.520], [1.619, -1.315, -1.802], [1.461, -0.783, 0.797], [1.629, -2.484, 0.423], [0.077, -1.911, 0.827], [-0.584, -1.451, -2.795], [-0.301, -2.911, -2.135], [-1.275, -1.822, -1.150], [2.509, 3.472, 0.974], [2.753, 4.370, 1.228], [2.232, 3.625, 0.042], [-3.333, -1.012, -2.091], [-3.834, -0.249, -1.778], [-3.458, -1.621, -1.337], [-0.284, -0.401, 2.813], [-0.520, -0.255, 1.865], [0.579, 0.018, 2.984], [2.535, 3.663, -1.865], [3.473, 3.636, -2.084], [2.075, 2.863, -2.178], [2.578, -3.473, -2.909], [2.986, -2.748, -3.387], [1.725, -3.666, -3.316], [-1.402, -3.054, 2.502], [-1.076, -2.174, 2.766], [-0.625, -3.528, 2.192], [1.994, 1.131, 2.572], [1.601, 2.017, 2.591], [2.734, 1.326, 1.980], [-2.939, 0.120, 3.076], [-1.984, -0.067, 3.220], [-3.015, 1.077, 3.003], [-3.041, -1.052, 0.606], [-3.290, -0.515, 1.389], [-2.864, -1.933, 0.970]]}

---

Stability, lowest: #A

---

#A
{"formula": "C3H8S2", "method": "ωB97M-V/def2-TZVPD", "homo_ev": -8.2, "homo_lumo_gap_ev": 8.47, "elements": ["C", "C", "C", "S", "S", "H", "H", "H", "H", "H", "H", "H", "H"], "coordinates": [[-0.786, 0.631, 1.644], [0.879, 1.443, -1.991], [-0.760, -0.815, 1.241], [1.952, 0.010, -1.992], [-1.916, -1.769, 1.899], [-0.050, 0.743, 2.527], [-0.387, 1.395, 1.031], [-1.731, 0.948, 2.094], [1.235, 2.011, -2.864], [0.740, 1.752, -1.030], [-0.034, 0.906, -2.299], [2.980, 0.418, -2.512], [-1.619, -2.848, 1.350]]}

---

#B
{"formula": "C3H8S2", "method": "ωB97M-V/def2-TZVPD", "homo_ev": -9.0, "smiles": "C[C@H](S)CS", "homo_lumo_gap_ev": 9.73, "elements": ["C", "C", "S", "C", "S", "H", "H", "H", "H", "H", "H", "H", "H"], "coordinates": [[1.416, 0.892, -0.012], [0.360, -0.213, 0.051], [0.692, -2.018, -0.268], [-0.979, 0.269, -0.612], [-2.368, -0.673, -0.089], [2.143, 1.027, 0.837], [0.834, 1.730, -0.069], [2.136, 0.745, -0.922], [0.061, -0.375, 1.088], [0.088, -2.383, 0.873], [-0.849, 0.026, -1.679], [-1.179, 1.368, -0.375], [-2.355, -0.396, 1.178]]}

---

#C
{"formula": "C3H8S2", "method": "ωB97M-V/def2-TZVPD", "homo_ev": -8.8, "smiles": "C[C@H](S)CS", "homo_lumo_gap_ev": 9.54, "elements": ["C", "C", "S", "C", "S", "H", "H", "H", "H", "H", "H", "H", "H"], "coordinates": [[-1.532, -0.669, -0.112], [-0.468, 0.156, 0.371], [-0.625, 1.900, -0.115], [0.759, -0.366, -0.334], [2.260, 0.574, -0.087], [-2.332, -0.110, 0.385], [-1.409, -1.713, 0.248], [-1.432, -0.631, -1.340], [-0.270, 0.171, 1.415], [0.782, 2.111, -0.286], [0.693, -0.375, -1.407], [0.844, -1.328, 0.036], [2.729, 0.279, 1.225]]}

---

#D
{"formula": "C3H8S2", "method": "ωB97M-V/def2-TZVPD", "homo_ev": -9.0, "smiles": "C[C@H](S)CS", "homo_lumo_gap_ev": 9.72, "elements": ["C", "C", "S", "C", "S", "H", "H", "H", "H", "H", "H", "H", "H"], "coordinates": [[-1.896, -1.267, -0.197], [-0.778, -0.318, 0.513], [-0.975, 1.331, -0.090], [0.571, -1.060, -0.031], [1.976, 0.039, -0.146], [-2.872, -0.842, -0.208], [-1.795, -2.125, 0.299], [-1.498, -1.324, -1.168], [-0.886, -0.498, 1.586], [0.148, 1.877, 0.400], [0.367, -1.723, -0.813], [0.915, -1.594, 0.847], [2.226, 0.178, 1.134]]}

---

Stability, lowest: #A

---

#A
{"formula": "C5H8S2", "method": "ωB97M-V/def2-TZVPD", "homo_ev": -8.6, "homo_lumo_gap_ev": 9.43, "elements": ["C", "C", "C", "C", "C", "H", "H", "H", "H", "H", "H", "H", "H", "S", "S"], "coordinates": [[-1.009, 0.420, -0.392], [0.066, 0.563, 0.696], [0.501, -0.814, 1.125], [0.154, -0.100, -1.204], [1.002, 0.930, -0.410], [-1.851, -1.777, 0.051], [-1.298, 1.369, -0.855], [-0.068, 1.275, 1.491], [-0.237, -1.334, 1.787], [1.502, -0.866, 1.627], [0.135, -0.153, -2.272], [0.882, 1.955, -0.816], [2.083, 0.771, -0.207], [-2.519, -0.570, -0.121], [0.657, -1.668, -0.500]]}

---

#B
{"formula": "C5H8S2", "method": "ωB97M-V/def2-TZVPD", "homo_ev": -8.5, "smiles": "C1CS[C@@H]2C[C@@H]2S1", "homo_lumo_gap_ev": 9.24, "elements": ["C", "C", "S", "C", "C", "C", "S", "H", "H", "H", "H", "H", "H", "H", "H"], "coordinates": [[-0.244, 1.318, 0.998], [-1.088, 1.352, -0.183], [-0.280, 0.700, -1.684], [0.660, -0.599, -0.999], [0.340, -1.935, -0.511], [0.872, -1.102, 0.411], [0.014, -0.373, 1.795], [-0.465, 2.130, 1.775], [0.869, 1.715, 0.646], [-2.179, 1.027, -0.002], [-1.165, 2.393, -0.581], [1.550, -0.483, -1.507], [-0.680, -2.339, -0.304], [1.159, -2.731, -0.839], [1.920, -1.153, 0.748]]}

---

#C
{"formula": "C5H8S2", "method": "ωB97M-V/def2-TZVPD", "homo_ev": -8.8, "smiles": "C1S[C@H]1C[C@H]1CS1", "homo_lumo_gap_ev": 9.65, "elements": ["C", "S", "C", "C", "C", "C", "S", "H", "H", "H", "H", "H", "H", "H", "H"], "coordinates": [[0.586, 1.462, -0.981], [0.322, 0.638, -2.556], [-0.736, 0.802, -1.053], [-1.090, -0.365, -0.115], [0.084, -1.168, 0.391], [0.865, -0.782, 1.596], [-0.117, -2.170, 1.920], [1.277, 0.928, -0.343], [0.577, 2.577, -1.017], [-1.585, 1.476, -1.183], [-1.498, 0.074, 0.749], [-1.790, -1.084, -0.590], [0.678, -1.655, -0.341], [1.948, -0.913, 1.486], [0.480, 0.181, 2.038]]}

---

Stability, lowest: #B

---

#A
{"formula": "C14H32AgN5O11S", "method": "ωB97M-V/def2-TZVPD", "homo_ev": -7.1, "homo_lumo_gap_ev": 7.54, "elements": ["Ag", "N", "O", "O", "O", "C", "C", "O", "S", "O", "O", "O", "H", "H", "H", "H", "C", "C", "O", "N", "C", "H", "H", "H", "H", "H", "H", "H", "C", "C", "O", "N", "C", "H", "H", "H", "H", "H", "H", "H", "C", "C", "O", "N", "C", "H", "H", "H", "H", "H", "H", "H", "C", "C", "O", "N", "C", "H", "H", "H", "H", "H", "H", "H"], "coordinates": [[-0.141, -0.204, -0.072], [1.842, -1.563, 2.561], [2.159, -2.406, 3.306], [0.829, -1.579, 1.874], [2.578, -0.623, 2.436], [-1.201, 1.150, 2.629], [-1.293, 1.369, 4.112], [-2.411, 2.217, 4.303], [-2.810, 3.115, 2.963], [-1.961, 4.329, 2.995], [-4.280, 3.300, 2.802], [-2.124, 1.988, 1.918], [-1.460, 0.117, 2.398], [-0.176, 1.355, 2.318], [-0.401, 1.886, 4.466], [-1.376, 0.506, 4.773], [-1.639, -2.412, -2.318], [-1.757, -2.813, -0.863], [-1.531, -1.962, -0.016], [-1.904, -4.097, -0.544], [-2.184, -4.547, 0.865], [-1.680, -3.265, -2.996], [-0.811, -1.722, -2.477], [-2.551, -1.887, -2.604], [-1.924, -4.706, -1.349], [-2.653, -3.676, 1.324], [-1.238, -4.832, 1.327], [-2.848, -5.410, 0.881], [-0.380, 3.266, -1.872], [-1.464, 2.224, -1.579], [-1.251, 1.053, -1.695], [-2.578, 2.631, -1.042], [-3.859, 1.988, -0.651], [-0.797, 4.218, -2.202], [0.275, 2.846, -2.636], [0.186, 3.477, -0.965], [-2.556, 3.606, -0.780], [-3.877, 1.435, 0.288], [-4.270, 1.375, -1.453], [-4.530, 2.810, -0.400], [1.887, -3.536, -0.445], [1.830, -2.507, -1.465], [1.463, -1.383, -1.287], [2.109, -2.989, -2.682], [1.987, -2.304, -3.951], [0.962, -3.389, 0.112], [2.644, -3.151, 0.239], [2.074, -4.550, -0.798], [2.467, -3.928, -2.780], [2.044, -2.960, -4.820], [2.813, -1.593, -3.924], [0.968, -1.927, -4.036], [3.597, 1.676, -1.383], [2.756, 2.009, -0.133], [1.718, 1.493, 0.112], [3.240, 2.888, 0.734], [2.646, 3.265, 2.018], [4.641, 1.972, -1.278], [3.131, 2.137, -2.254], [3.449, 0.607, -1.542], [4.014, 3.486, 0.481], [1.574, 3.462, 1.996], [3.156, 4.182, 2.314], [2.876, 2.485, 2.744]]}

---

#B
{"formula": "C14H32AgN5O11S", "method": "ωB97M-V/def2-TZVPD", "homo_ev": -9.3, "homo_lumo_gap_ev": 8.44, "elements": ["Ag", "N", "O", "O", "O", "C", "C", "O", "S", "O", "O", "O", "H", "H", "H", "H", "C", "C", "O", "N", "C", "H", "H", "H", "H", "H", "H", "H", "C", "C", "O", "N", "C", "H", "H", "H", "H", "H", "H", "H", "C", "C", "O", "N", "C", "H", "H", "H", "H", "H", "H", "H", "C", "C", "O", "N", "C", "H", "H", "H", "H", "H", "H", "H"], "coordinates": [[-0.330, -3.499, 1.130], [0.166, -0.249, -0.594], [1.176, 0.454, -0.713], [-0.948, 0.165, -0.969], [0.242, -1.435, -0.139], [-1.681, 3.346, -2.203], [-0.158, 3.418, -1.911], [0.237, 4.697, -2.324], [-1.042, 5.736, -2.259], [-0.779, 6.734, -3.256], [-1.393, 6.045, -0.900], [-2.030, 4.580, -2.853], [-2.301, 3.290, -1.306], [-1.994, 2.562, -2.885], [0.342, 2.664, -2.532], [0.278, 3.123, -0.952], [5.067, 2.004, 0.599], [5.519, 0.905, -0.373], [6.670, 0.737, -0.724], [4.487, 0.131, -0.787], [4.795, -0.960, -1.695], [5.133, 1.683, 1.639], [4.048, 2.322, 0.397], [5.819, 2.786, 0.485], [3.607, 0.282, -0.321], [5.367, -0.426, -2.461], [3.955, -1.378, -2.241], [5.456, -1.760, -1.361], [-0.053, -6.281, -2.457], [0.559, -5.295, -1.465], [0.105, -5.200, -0.329], [1.647, -4.633, -1.890], [2.387, -3.618, -1.146], [-0.355, -7.118, -1.829], [0.691, -6.678, -3.149], [-0.864, -5.867, -3.049], [2.050, -4.805, -2.793], [3.440, -3.886, -1.168], [1.968, -3.396, -0.169], [2.269, -2.638, -1.616], [-0.431, 1.301, 2.277], [-1.544, 2.302, 2.434], [-2.025, 2.567, 3.532], [-1.965, 2.877, 1.290], [-3.068, 3.821, 1.184], [0.355, 1.535, 2.994], [-0.021, 1.404, 1.271], [-0.743, 0.269, 2.432], [-1.609, 2.420, 0.462], [-2.685, 4.824, 1.039], [-3.615, 3.680, 2.122], [-3.845, 3.493, 0.490], [-3.577, -2.838, 4.033], [-3.087, -1.897, 2.964], [-1.889, -1.978, 2.635], [-3.937, -1.138, 2.298], [-3.550, -0.312, 1.172], [-3.511, -2.497, 5.065], [-2.937, -3.719, 4.036], [-4.583, -3.195, 3.802], [-4.926, -1.262, 2.436], [-4.323, -0.213, 0.409], [-2.648, -0.707, 0.708], [-3.385, 0.724, 1.480]]}

---

Stability, lowest: #A

---

#A
{"formula": "C5H8ClN", "method": "ωB97M-V/def2-TZVPD", "homo_ev": -9.3, "smiles": "C=C[C@@H](Cl)[C@H]1CN1", "homo_lumo_gap_ev": 10.32, "elements": ["C", "C", "C", "Cl", "C", "C", "N", "H", "H", "H", "H", "H", "H", "H", "H"], "coordinates": [[1.030, 2.070, -0.004], [0.929, 0.801, 0.421], [0.801, -0.359, -0.555], [1.901, -1.689, 0.052], [-0.585, -0.909, -0.619], [-1.380, -1.315, 0.599], [-1.785, -0.205, -0.253], [1.014, 2.395, -1.041], [1.190, 2.897, 0.658], [0.962, 0.661, 1.477], [1.209, -0.006, -1.498], [-0.730, -1.714, -1.367], [-1.020, -1.203, 1.647], [-2.000, -2.131, 0.408], [-1.536, 0.706, 0.075]]}

---

#B
{"formula": "C5H8ClN", "method": "ωB97M-V/def2-TZVPD", "homo_ev": -9.9, "smiles": "Cl[C@@H]1C[C@@H]2N[C@@H]2C1", "homo_lumo_gap_ev": 10.88, "elements": ["Cl", "C", "C", "C", "N", "C", "C", "H", "H", "H", "H", "H", "H", "H", "H"], "coordinates": [[-2.907, -0.038, 0.284], [-1.211, 0.059, -0.337], [-0.339, -1.175, 0.039], [1.089, -0.745, -0.201], [1.782, -0.070, 0.808], [1.087, 0.728, -0.201], [-0.392, 1.220, 0.015], [-1.289, -0.115, -1.462], [-0.564, -1.937, -0.697], [-0.663, -1.601, 1.078], [1.558, -1.468, -0.944], [1.113, -0.068, 1.680], [1.803, 1.417, -0.595], [-0.346, 1.628, 1.085], [-0.721, 2.166, -0.552]]}

---

Stability, lowest: #A

---

#A
{"formula": "C5H8ClN", "method": "ωB97M-V/def2-TZVPD", "homo_ev": -9.1, "smiles": "Cl/C=C\\C1CNC1", "homo_lumo_gap_ev": 9.99, "elements": ["Cl", "C", "C", "C", "C", "N", "C", "H", "H", "H", "H", "H", "H", "H", "H"], "coordinates": [[-1.725, -0.842, -0.041], [-1.490, 0.921, -0.035], [-0.349, 1.548, 0.014], [1.056, 0.986, 0.085], [1.465, -0.042, -1.014], [1.759, -1.112, -0.033], [1.256, -0.251, 1.077], [-2.452, 1.423, 0.073], [-0.395, 2.623, 0.105], [1.844, 1.765, 0.182], [0.653, -0.290, -1.675], [2.346, 0.183, -1.641], [1.063, -1.845, -0.189], [2.025, -0.175, 1.852], [0.302, -0.560, 1.468]]}

---

#B
{"formula": "C5H8ClN", "method": "ωB97M-V/def2-TZVPD", "homo_ev": -9.1, "smiles": "Cl[C@H]1[C@H]2CCN[C@H]12", "homo_lumo_gap_ev": 10.10, "elements": ["Cl", "C", "C", "C", "C", "N", "C", "H", "H", "H", "H", "H", "H", "H", "H"], "coordinates": [[-2.692, -0.462, 1.948], [-1.085, -0.891, 1.376], [-0.523, -0.769, -0.066], [-0.226, -0.055, -1.355], [1.129, 0.494, -0.813], [1.221, 0.575, 0.709], [-0.199, 0.242, 0.963], [-0.735, -1.843, 1.752], [0.245, -1.577, -0.016], [-0.837, 0.852, -1.615], [-0.055, -0.688, -2.189], [1.971, -0.014, -1.214], [1.191, 1.470, -1.287], [1.451, 1.594, 0.943], [-0.858, 1.071, 0.864]]}

---

Stability, lowest: #B